No. 1
Density functional theory data (ωB97M-V/def2-TZVPD) for a cluster of 3 separate species, C4H16N2O2 in total at a distorted geometry.

Last column: Mulliken charge in e.
Atoms and positions in Å:
1 H -2.81 -0.78 1.81  0.28
2 C -1.94 -0.60 1.02  -0.86
3 H -2.52 1.45 1.46  0.25
4 H 1.57 -1.07 0.50  0.20
5 O 0.60 -1.32 -2.46  -0.55
6 N 0.29 0.73 -0.39  0.14
7 H -0.25 2.45 0.66  0.28
8 N -0.92 -1.62 1.14  -0.55
9 H -0.83 0.92 2.23  0.29
10 H 2.17 1.56 0.07  0.37
11 O 2.29 -1.58 0.11  -0.56
12 H 1.36 -1.81 -2.76  0.28
13 H 2.63 -1.86 0.93  0.26
14 C -0.73 1.59 0.15  -0.87
15 H -0.10 -1.14 -3.00  0.24
16 H -1.43 1.96 -0.53  0.40
17 H -0.29 -1.46 0.35  0.27
18 H -0.04 0.19 -1.15  0.14
19 C -1.47 0.88 1.35  -0.32
20 H -2.44 -0.56 0.14  0.46
21 H 2.28 0.40 -1.24  0.28
22 H -0.53 -1.53 1.98  0.30
23 H 1.47 1.97 -1.57  0.41
24 C 1.66 1.24 -0.81  -1.14

- E_tot: -11480.736 eV
- HOMO: -0.2993 Eh
- Molecular weight: 124.2 g/mol
- Relative energy (zero: lowest compared OMol25 entry of this formula, charge and spin): 51.54 kcal/mol


No. 2
Density functional theory data (ωB97M-V/def2-TZVPD) for a structure of composition C5H10N2OP2 at a distorted geometry.

Last column: Mulliken charge in e.
Atoms and positions in Å:
1 H 2.04 1.51 -0.77  0.05
2 H -3.19 2.06 0.23  0.41
3 H 2.65 -0.70 -1.47  0.03
4 H 2.24 1.91 1.28  0.07
5 N -2.94 0.08 0.91  -0.60
6 H -0.20 -0.57 1.76  0.41
7 H 0.15 -0.51 -1.88  0.47
8 H 3.69 -0.08 0.35  0.08
9 H 0.18 -1.95 -0.79  0.46
10 P 1.24 1.51 0.43  -0.03
11 O 0.70 -0.92 1.72  -0.54
12 C -2.04 -0.88 0.51  -0.27
13 H -1.04 1.53 -1.46  0.35
14 C 1.34 -0.38 0.55  0.21
15 C 0.04 -0.90 -0.92  -0.98
16 H -2.00 -1.95 0.84  0.39
17 N -1.26 -0.45 -0.50  0.22
18 P 2.78 -1.26 -0.11  -0.07
19 C -2.67 1.12 0.10  -0.39
20 C -1.68 0.86 -0.77  -0.27

- E_tot: -28948.606 eV
- HOMO: -0.3236 Eh
- Molecular weight: 176.1 g/mol
- Relative energy (zero: lowest compared OMol25 entry of this formula, charge and spin): 29.89 kcal/mol


No. 3
Density functional theory data (ωB97M-V/def2-TZVPD) for a cluster of 2 separate species, C5H11NO in total at a distorted geometry.

Last column: Mulliken charge in e.
Atoms and positions in Å:
1 H 1.61 1.82 -1.69  0.26
2 N -0.43 2.20 -1.35  -0.57
3 C 1.37 2.49 0.30  -0.72
4 H -0.99 1.82 -0.60  0.23
5 O -1.01 -1.91 2.79  -0.47
6 H -0.42 -0.28 0.24  -0.24
7 H -2.30 -1.25 1.38  0.33
8 H -0.68 1.74 -2.21  0.27
9 C -1.26 -1.47 1.69  -0.07
10 H 0.77 2.94 1.07  0.28
11 H -0.05 -3.36 -0.12  0.33
12 H 0.80 -1.23 1.12  0.32
13 H -1.11 -2.31 -1.10  0.30
14 C -0.17 -1.29 0.66  0.28
15 C 0.92 2.20 -0.94  0.03
16 H 2.45 2.31 0.45  0.22
17 H 0.67 -2.08 -1.18  0.30
18 C -0.17 -2.34 -0.52  -1.10

- E_tot: -8899.570 eV
- HOMO: -0.3182 Eh
- Molecular weight: 101.1 g/mol
- Relative energy (zero: lowest compared OMol25 entry of this formula, charge and spin): 49.06 kcal/mol


No. 4
Density functional theory data (ωB97M-V/def2-TZVPD) for a cluster of 2 separate species, CH2P2 in total at a distorted geometry.

Last column: Mulliken charge in e.
Atoms and positions in Å:
1 C -0.29 -0.47 -0.62  0.05
2 P -1.79 -0.91 -0.11  -0.03
3 P -0.57 1.17 -0.10  -0.09
4 H 0.05 1.43 1.24  0.06
5 H 2.60 -1.22 -0.41  0.02

- E_tot: -19639.857 eV
- HOMO (alpha / beta): -0.3302 / -0.3054 Eh
- Molecular weight: 76.0 g/mol
- Relative energy (zero: lowest compared OMol25 entry of this formula, charge and spin): 124.67 kcal/mol


No. 5
Density functional theory data (ωB97M-V/def2-TZVPD) for a cluster of 3 separate species, C25H54FN3O7P2S2 in total at a distorted geometry.

Last column: Mulliken charge in e.
Atoms and positions in Å:
1 H 3.63 4.96 1.88  0.36
2 H 6.93 3.67 5.17  0.40
3 C 5.17 5.40 4.05  -1.73
4 H -6.80 -4.40 2.63  0.30
5 H -2.23 0.16 -2.43  -0.09
6 H -5.54 -5.61 2.56  0.40
7 H -7.28 -2.30 2.22  0.41
8 H -5.55 -4.79 -2.01  0.34
9 H -1.00 -0.44 -0.07  0.07
10 H 6.17 1.48 2.13  0.48
11 P 0.13 -0.90 0.70  0.38
12 H -7.29 -4.98 -1.93  0.48
13 H 8.49 5.41 3.12  0.36
14 H -3.10 -1.65 1.20  0.00
15 N -5.53 -2.62 -0.03  0.22
16 H -1.16 -3.22 -3.88  0.38
17 C -4.07 -1.28 1.56  -1.57
18 H -3.88 -4.02 1.82  0.32
19 H 3.17 3.48 2.74  0.33
20 H 1.90 -0.44 -3.73  0.01
21 H -4.66 -3.38 3.25  0.42
22 C 5.09 3.31 1.65  2.05
23 H 1.92 -2.69 -2.08  0.41
24 C -2.12 0.74 -3.47  0.39
25 S 2.65 -0.44 -0.75  0.82
26 O 7.26 4.12 1.24  -0.50
27 H 7.71 3.03 3.74  0.36
28 C 6.76 3.44 4.11  -1.25
29 H 3.92 0.75 -4.75  0.28
30 H 6.03 2.26 -0.09  0.38
31 C -6.24 -4.99 0.62  -1.28
32 O 2.01 0.82 -1.42  -0.49
33 H 3.18 0.70 -6.54  0.32
34 F 3.93 -1.12 -1.67  -0.30
35 C 6.38 4.72 3.33  1.55
36 C 5.11 2.79 0.17  -1.61
37 C 0.97 -2.49 -1.38  -0.92
38 S -0.55 -2.01 2.15  -0.34
39 H 2.07 -1.35 -5.45  0.25
40 P -0.78 -0.98 -5.02  0.77
41 H -3.92 -1.00 2.61  0.41
42 C 1.82 -0.34 -4.90  0.23
43 C -6.41 -1.66 2.12  -1.88
44 H 0.11 -0.66 -2.50  -0.01
45 H -5.41 -5.58 0.21  0.42
46 C 5.34 2.06 2.55  -1.00
47 C -5.21 -2.33 1.41  1.72
48 H 7.28 6.69 2.93  0.43
49 H 4.47 1.40 2.52  0.11
50 H 6.04 1.44 4.48  0.46
51 O -2.29 -0.26 -4.53  -0.38
52 C -5.90 -4.69 2.08  -0.54
53 H 5.44 5.69 5.07  0.41
54 C -6.48 -4.26 -1.76  -1.98
55 H 0.74 -2.97 -4.23  0.36
56 H -7.96 -2.10 -0.05  0.32
57 H -4.31 -0.36 1.01  0.46
58 H 7.67 6.05 4.53  0.39
59 C -0.17 -1.81 -2.35  0.33
60 H 0.69 0.30 1.34  0.10
61 H -1.04 1.23 -3.43  0.17
62 H 0.66 -3.57 -0.99  0.21
63 H -4.31 1.56 -3.88  0.27
64 H -8.60 -3.45 -0.93  0.50
65 H 4.97 3.62 -0.54  0.51
66 C 3.65 3.86 1.83  -1.87
67 O -4.32 -2.93 -0.68  -0.47
68 H 4.29 2.08 0.00  0.16
69 H -6.73 -0.75 1.60  0.37
70 O 3.31 0.10 0.58  -0.38
71 H -6.61 -3.44 -2.47  0.47
72 N 6.06 4.43 1.90  0.23
73 C 2.93 0.80 -5.39  -1.07
74 H -8.41 -3.58 0.82  0.34
75 H -3.49 2.12 -2.28  0.27
76 H 4.78 2.66 4.55  0.29
77 O -1.05 -1.64 -6.47  -0.73
78 H 4.30 4.75 4.15  0.35
79 H -1.22 -1.92 -1.80  0.13
80 H 4.86 6.31 3.52  0.37
81 C -7.94 -3.19 -0.09  -1.74
82 H -7.12 -5.65 0.59  0.33
83 C -4.83 -3.61 2.19  -1.15
84 H -2.87 2.91 -3.90  0.28
85 H 2.41 1.85 -5.23  0.28
86 C 7.52 5.77 3.48  -1.73
87 H 2.99 3.61 1.00  0.46
88 N 1.46 -1.61 -0.25  0.01
89 H -6.14 -1.36 3.15  0.41
90 C 5.68 2.36 4.00  -0.72
91 C -0.25 -2.46 -3.87  -0.64
92 C -3.28 1.91 -3.44  -0.99
93 C -6.49 -3.74 -0.28  1.95
94 O 0.50 0.19 -5.27  -0.37

- E_tot: -88559.049 eV
- 2S+1: 3
- HOMO (alpha / beta): -0.3273 / -0.3490 Eh
- Molecular weight: 653.8 g/mol
- <S²>: 2.0096


No. 6
Density functional theory data (ωB97M-V/def2-TZVPD) for the molecule C4H7NO at a distorted geometry.

Last column: Mulliken charge in e.
Atoms and positions in Å:
1 C 1.31 0.91 0.25  -0.30
2 C -1.45 -0.82 0.22  -1.19
3 O 1.91 -1.43 -0.19  -0.54
4 C -0.31 -0.19 -0.64  0.13
5 H 2.24 1.47 -0.08  0.29
6 N 0.05 1.29 -0.44  -0.51
7 H -2.39 -0.32 0.00  0.33
8 H -1.14 -0.82 1.26  0.34
9 H -0.55 -0.26 -1.69  0.30
10 H 1.34 0.86 1.36  0.21
11 C 1.19 -0.49 -0.21  0.35
12 H -1.60 -1.89 -0.04  0.32
13 H -0.61 1.70 0.20  0.25

- E_tot: -7797.641 eV
- HOMO: -0.3529 Eh
- Molecular weight: 85.1 g/mol
- Relative energy (zero: lowest compared OMol25 entry of this formula, charge and spin): 46.21 kcal/mol


Which of these has the highest molecular weight? C25H54FN3O7P2S2


Which value of molecular weight does entry 5 give? 653.8 g/mol